Formula: C24H19Cl2MnOSSi
Source: OMol25
Level of theory: ωB97M-V with the def2-TZVPD basis set

Values from the calculation:
- E_LUMO (alpha / beta): -2.5 / 0.0 eV
- Total charge: 0
- Frontier orbital gap (alpha / beta): 0.2189 / 0.3157 hartree
- 2S+1: 5

CARTESIAN COORDINATES (ANGSTROEM)
Mn: 0.00000 0.00000 0.00000
Cl: -1.20050 -1.88460 -0.84930
C: -2.30780 -0.68270 -1.63270
C: -3.29990 -1.41600 -2.33460
C: -4.31680 -0.80240 -3.05390
C: -4.37150 0.57880 -3.09270
C: -3.41700 1.36080 -2.41740
Cl: -3.69350 3.08180 -2.61300
C: -2.35110 0.77120 -1.66330
S: -1.23030 1.93610 -0.87040
H: -3.27770 -2.50430 -2.31880
H: -5.05690 -1.39810 -3.57760
H: -5.16610 1.06210 -3.65480
O: 1.70520 0.00000 -0.60320
Si: 3.24660 -0.60160 -0.41440
C: 4.17170 0.34240 0.94600
C: 3.50330 1.38940 1.61980
C: 4.13090 2.12190 2.63090
C: 5.44030 1.82700 2.99360
C: 6.12210 0.80100 2.34630
C: 5.49640 0.06580 1.33340
C: 3.19560 -2.43610 0.06450
C: 4.34130 -3.21980 0.29790
C: 4.23450 -4.57040 0.64810
C: 2.98370 -5.16730 0.77290
C: 1.83520 -4.41660 0.54820
C: 1.93840 -3.06770 0.19830
C: 4.23190 -0.43710 -2.02670
C: 3.60170 0.14270 -3.15090
C: 4.27470 0.29100 -4.36660
C: 5.59230 -0.13560 -4.48930
C: 6.23690 -0.71010 -3.39810
C: 5.56580 -0.86020 -2.17950
H: 2.47430 1.64870 1.36110
H: 3.59310 2.92250 3.13280
H: 5.92880 2.39640 3.77980
H: 7.14620 0.57130 2.63070
H: 6.07560 -0.72240 0.86290
H: 5.34160 -2.80670 0.21500
H: 5.13220 -5.15850 0.82400
H: 2.90380 -6.21640 1.04490
H: 0.85510 -4.87730 0.64430
H: 1.01530 -2.50890 0.02940
H: 2.56760 0.48890 -3.09080
H: 3.76560 0.74050 -5.21560
H: 6.11590 -0.02030 -5.43460
H: 7.26740 -1.04350 -3.49520
H: 6.11700 -1.31510 -1.36260
H: 0.00000 0.00000 1.72870

Cartesian forces (eV/Å) of the 2 atoms listed first:
Mn 0.308 1.897 0.861
Cl -0.523 1.216 -0.256

Atomic partial charges in e from the Mulliken method, atoms 1 to 2: -0.049, -0.348

Formula: C24H19Cl3N5ORuSi
Source: OMol25
Level of theory: ωB97M-V with the def2-TZVPD basis set

Values from the calculation:
- E_LUMO (alpha / beta): -3.2 / -5.0 eV
- Total charge: +1
- Frontier orbital gap (alpha / beta): 0.2326 / 0.2168 hartree
- Energy above the lowest of the compared OMol25 structures with the same formula, charge and spin: 0.0000 eV
- 2S+1: 5

CARTESIAN COORDINATES (ANGSTROEM)
Ru: -0.98438 0.29996 -0.45218
O: 0.01626 4.16646 -1.00105
C: -0.50975 3.08002 -0.94669
N: 0.03331 1.94093 -0.41230
C: 1.41733 1.92982 0.00687
C: 2.11403 0.77246 -0.65972
C: 3.49637 0.67695 -0.67165
C: 4.08774 -0.39777 -1.30752
C: 3.27803 -1.34236 -1.92133
C: 1.91015 -1.18227 -1.85335
N: 1.33059 -0.14952 -1.22699
C: -1.87361 2.83521 -1.53400
C: -2.62261 3.84938 -2.08213
C: -3.85861 3.53407 -2.62719
C: -4.29179 2.21658 -2.61046
C: -3.48187 1.25021 -2.04684
N: -2.29194 1.55778 -1.51481
H: 1.48153 1.82211 1.09429
H: 1.89046 2.87388 -0.26297
H: 4.09142 1.44602 -0.19669
H: 5.16550 -0.49265 -1.33471
H: 3.69410 -2.19376 -2.44082
H: 1.25150 -1.90607 -2.31206
H: -2.21842 4.85213 -2.07160
H: -4.47705 4.30710 -3.06384
H: -5.24646 1.93165 -3.02870
H: -3.77360 0.21023 -2.01420
C: -0.59911 2.14817 4.56363
C: 0.41955 1.20316 4.54743
C: 0.55042 0.31277 3.49332
C: -0.34507 0.37053 2.42775
C: -1.37995 1.29956 2.45635
C: -1.50420 2.18773 3.51402
N: -0.26019 -0.50800 1.30743
N: 0.66320 -1.43188 1.43599
C: 0.76654 -2.57846 0.69204
C: 1.98648 -3.23388 0.98274
C: 2.36591 -4.40873 0.38354
C: 1.52890 -5.02819 -0.54274
C: 0.31314 -4.44316 -0.82632
C: -0.10488 -3.22843 -0.24001
H: -0.69522 2.83625 5.39240
H: 1.12344 1.15611 5.36837
H: 1.33897 -0.42364 3.47988
H: -2.12897 1.32404 1.66794
H: -2.31779 2.90110 3.52082
H: 2.62494 -2.75123 1.71065
H: 3.31623 -4.85773 0.64283
H: 1.80979 -5.95848 -1.01619
H: -0.33781 -4.95192 -1.52654
Cl: -2.83854 -1.41955 0.18513
Si: -1.66623 -2.71183 -0.96351
Cl: -2.89074 -4.20551 -1.53707
Cl: -1.36703 -1.48731 -2.62727

Cartesian forces (eV/Å) of the 2 atoms listed first:
Ru 0.768 0.278 0.044
O 0.078 0.030 0.039

Atomic partial charges in e from the Mulliken method, atoms 1 to 2: 0.768, -0.663

Formula: C24H19ClF3N3O5S
Source: OMol25
Level of theory: ωB97M-V with the def2-TZVPD basis set

Values from the calculation:
- E_LUMO: 0.0 eV
- Total charge: 0
- SMILES: O=C(CN(c1ccc(Cl)c(C(F)(F)F)c1)S(=O)(=O)c1ccccc1)N/N=C/c1cccc2c1OCCO2
- Frontier orbital gap: 0.3029 hartree

CARTESIAN COORDINATES (ANGSTROEM)
O: -0.08894 -1.58199 3.07699
C: 0.83320 -1.79265 2.32311
C: 2.22422 -1.18259 2.54417
N: 2.57843 -0.40910 1.35806
C: 1.52269 0.22126 0.68479
C: 1.30259 0.04522 -0.68094
C: 0.20717 0.61720 -1.29580
C: -0.68998 1.38353 -0.56736
Cl: -2.07615 2.02954 -1.34997
C: -0.45982 1.59791 0.79080
C: -1.38167 2.48170 1.58922
F: -2.66117 2.08742 1.56382
F: -1.03699 2.55695 2.87976
F: -1.37314 3.74967 1.13256
C: 0.63824 1.02103 1.40879
S: 3.85250 -1.08619 0.46244
O: 3.36348 -2.15841 -0.36408
O: 4.85994 -1.41477 1.42064
C: 4.37993 0.29921 -0.53041
C: 4.64550 1.49258 0.11218
C: 5.07307 2.57639 -0.63643
C: 5.23519 2.44833 -2.00773
C: 4.97535 1.24127 -2.63727
C: 4.54354 0.15446 -1.89410
N: 0.73698 -2.46822 1.13810
N: -0.31389 -2.43255 0.27098
C: -1.44805 -1.94058 0.58093
C: -2.44134 -1.73706 -0.45272
C: -2.25023 -2.18540 -1.75992
C: -3.19469 -1.93489 -2.73345
C: -4.32504 -1.19417 -2.43139
C: -4.52655 -0.71706 -1.14338
C: -3.60221 -1.01311 -0.13528
O: -3.78463 -0.60785 1.15431
C: -5.08316 -0.13219 1.43276
C: -5.56570 0.77467 0.30454
O: -5.63786 0.04741 -0.90334
H: 2.99585 -1.94275 2.67597
H: 2.19801 -0.54854 3.43487
H: 1.95044 -0.59681 -1.25217
H: 0.02225 0.44217 -2.34295
H: 0.79068 1.17508 2.46469
H: 4.51924 1.55519 1.18086
H: 5.28264 3.51723 -0.15164
H: 5.57081 3.29415 -2.58839
H: 5.11015 1.14489 -3.70344
H: 4.33573 -0.80066 -2.35070
H: 1.59485 -2.69181 0.63679
H: -1.71096 -1.58426 1.57358
H: -1.34981 -2.73643 -1.97511
H: -3.05065 -2.29959 -3.73868
H: -5.06525 -0.96209 -3.18029
H: -5.01278 0.41128 2.37523
H: -5.77342 -0.98019 1.53967
H: -6.57050 1.15134 0.49907
H: -4.86811 1.61482 0.19730

Cartesian forces (eV/Å) of the 2 atoms listed first:
O -0.069 0.084 0.046
C 0.206 -0.056 0.163

Atomic partial charges in e from the Mulliken method, atoms 1 to 2: -0.588, 0.546

E_tot across the listed records, respectively: -3760.27060; -3039.84343; -2624.39450 Eh.